An isolated molecule of C25H23N5O5S. Source: the OMol25 dataset; level of theory: ωB97M-V with the def2-TZVPD basis set.

The geometry in XYZ format:
```
59
Properties=species:S:1:pos:R:3:lowdin_charge:R:1
O -5.408 -1.557 -1.148 0.0686
C -4.674 -0.678 -1.547 -0.5182
N -4.700 0.589 -1.069 0.0823
H -3.959 1.217 -1.352 0.1174
C -5.313 0.913 0.208 -0.0788
C -4.236 1.205 1.202 -0.2651
C -3.662 2.377 1.597 -0.0204
C -2.584 2.028 2.448 -0.0677
C -2.577 0.670 2.501 -0.1245
O -3.570 0.162 1.750 0.0351
H -1.950 -0.029 3.020 0.1258
H -1.911 2.697 2.943 0.1023
H -3.966 3.364 1.319 0.1133
H -5.902 0.042 0.509 0.1316
H -5.962 1.785 0.099 0.1304
C -3.617 -0.904 -2.623 -0.0875
C -2.487 -1.771 -2.051 -0.1069
H -1.635 -1.770 -2.733 0.1188
H -2.832 -2.798 -1.933 0.1256
C -2.034 -1.299 -0.664 -0.2362
N -1.010 -2.140 -0.094 0.1802
C -0.076 -1.392 0.341 -0.2339
C 1.143 -1.727 1.024 -0.0935
C 1.516 -3.040 1.300 -0.0117
C 2.704 -3.291 1.953 -0.0733
C 3.526 -2.236 2.339 -0.0684
C 3.169 -0.931 2.075 -0.0157
C 1.973 -0.655 1.410 -0.2068
N 1.672 0.661 1.128 0.0957
C 0.603 0.948 0.472 -0.5369
N -0.295 -0.022 0.099 0.1017
C -1.484 0.115 -0.584 -0.3475
O -1.926 1.170 -0.973 0.0435
S 0.182 2.566 0.005 1.0984
C 1.671 3.488 0.534 -0.3223
H 1.372 4.534 0.503 0.0853
C 2.786 3.234 -0.477 -0.5768
O 2.927 3.901 -1.476 0.0611
N 3.584 2.202 -0.126 0.0681
H 3.260 1.623 0.644 0.0896
C 4.438 1.540 -1.095 -0.0802
C 3.930 0.159 -1.352 -0.2645
C 4.473 -1.069 -1.109 -0.0241
C 3.499 -2.020 -1.500 -0.0577
C 2.433 -1.300 -1.939 -0.1227
O 2.681 0.017 -1.851 0.0503
H 1.479 -1.598 -2.326 0.1213
H 3.580 -3.086 -1.452 0.1059
H 5.446 -1.271 -0.712 0.1119
H 4.415 2.149 -2.005 0.1319
H 5.463 1.483 -0.719 0.1298
H 1.931 3.179 1.543 0.0805
H 3.804 -0.110 2.372 0.1156
H 4.455 -2.440 2.850 0.1066
H 2.999 -4.306 2.166 0.1043
H 0.857 -3.834 0.988 0.1183
H -2.905 -1.357 0.005 0.1556
H -4.070 -1.433 -3.462 0.1241
H -3.224 0.049 -2.974 0.1105
```

Calculated values
- energy above the lowest of the compared OMol25 structures with the same formula, charge and spin (eV) = 0.3730
- orbital gap (eV) = 8.24
- spin multiplicity = 1
- highest occupied orbital energy (eV) = -8.51
- strongest force on any atom (hartree/bohr) = 0.01841

***

A cluster of 2 separate species, C25H23NO3 in total. Source: the OMol25 dataset; level of theory: ωB97M-V with the def2-TZVPD basis set.

The geometry in XYZ format:
```
52
Properties=species:S:1:pos:R:3:lowdin_charge:R:1
C 3.524 0.788 2.993 -0.0670
C 2.140 1.345 3.148 -0.2064
O 1.225 0.479 2.393 -0.0340
C 0.019 1.068 2.208 -0.4623
C -0.977 0.209 1.538 -0.1474
C -2.384 0.492 1.744 -0.1746
C -2.844 1.698 2.332 -0.0203
C -4.152 1.836 2.785 -0.0823
C -5.088 0.823 2.548 -0.0976
C -4.704 -0.283 1.780 -0.0882
C -3.381 -0.448 1.367 -0.0303
C -0.576 -1.109 1.330 -0.2574
N -0.272 -2.223 1.092 0.1642
O -0.174 2.241 2.527 0.0481
H 4.197 1.310 3.679 0.0829
H 3.567 -0.284 3.209 0.0912
H 3.904 0.955 1.979 0.0492
H 1.806 1.339 4.196 0.1335
H 2.077 2.368 2.754 0.1216
H -2.126 2.497 2.472 0.0939
H -4.433 2.729 3.344 0.1026
H -6.105 0.912 2.934 0.0983
H -5.443 -1.043 1.520 0.1006
H -3.100 -1.306 0.744 0.1127
C 5.343 -2.435 -2.776 -0.0532
O 5.101 -1.393 -1.800 -0.0707
C 3.854 -0.865 -1.723 -0.2414
C 3.596 0.045 -0.667 0.0169
C 2.325 0.517 -0.468 0.0030
C 1.218 0.066 -1.239 -0.1749
C -0.088 0.481 -0.845 0.0434
C -1.285 0.081 -1.525 -0.2153
C -2.392 0.968 -1.562 -0.0165
C -3.491 0.694 -2.361 -0.0709
C -3.523 -0.468 -3.146 -0.0693
C -2.507 -1.422 -3.008 -0.0690
C -1.439 -1.187 -2.144 -0.0374
C 1.531 -0.727 -2.384 0.0026
C 2.805 -1.211 -2.609 -0.0008
H 6.389 -2.696 -2.619 0.0937
H 4.695 -3.307 -2.598 0.1015
H 5.186 -2.068 -3.801 0.0940
H 4.424 0.339 -0.026 0.1128
H 2.147 1.257 0.308 0.1151
H -0.136 1.407 -0.261 0.1246
H -2.346 1.889 -0.975 0.1264
H -4.310 1.414 -2.415 0.1095
H -4.345 -0.632 -3.846 0.1061
H -2.524 -2.334 -3.609 0.1082
H -0.691 -1.962 -1.956 0.1138
H 0.754 -0.979 -3.101 0.1086
H 3.007 -1.866 -3.459 0.1080
```

Calculated values
- energy above the lowest of the compared OMol25 structures with the same formula, charge and spin (eV) = 1.2711
- orbital gap (eV) = 5.18
- spin multiplicity = 1
- highest occupied orbital energy (eV) = -6.94
- strongest force on any atom (hartree/bohr) = 0.07119

***

Please write out number 1 again, unchanged.
An isolated molecule of C25H23N5O5S. Source: the OMol25 dataset; level of theory: ωB97M-V with the def2-TZVPD basis set.

The geometry in XYZ format:
```
59
Properties=species:S:1:pos:R:3:lowdin_charge:R:1
O -5.408 -1.557 -1.148 0.0686
C -4.674 -0.678 -1.547 -0.5182
N -4.700 0.589 -1.069 0.0823
H -3.959 1.217 -1.352 0.1174
C -5.313 0.913 0.208 -0.0788
C -4.236 1.205 1.202 -0.2651
C -3.662 2.377 1.597 -0.0204
C -2.584 2.028 2.448 -0.0677
C -2.577 0.670 2.501 -0.1245
O -3.570 0.162 1.750 0.0351
H -1.950 -0.029 3.020 0.1258
H -1.911 2.697 2.943 0.1023
H -3.966 3.364 1.319 0.1133
H -5.902 0.042 0.509 0.1316
H -5.962 1.785 0.099 0.1304
C -3.617 -0.904 -2.623 -0.0875
C -2.487 -1.771 -2.051 -0.1069
H -1.635 -1.770 -2.733 0.1188
H -2.832 -2.798 -1.933 0.1256
C -2.034 -1.299 -0.664 -0.2362
N -1.010 -2.140 -0.094 0.1802
C -0.076 -1.392 0.341 -0.2339
C 1.143 -1.727 1.024 -0.0935
C 1.516 -3.040 1.300 -0.0117
C 2.704 -3.291 1.953 -0.0733
C 3.526 -2.236 2.339 -0.0684
C 3.169 -0.931 2.075 -0.0157
C 1.973 -0.655 1.410 -0.2068
N 1.672 0.661 1.128 0.0957
C 0.603 0.948 0.472 -0.5369
N -0.295 -0.022 0.099 0.1017
C -1.484 0.115 -0.584 -0.3475
O -1.926 1.170 -0.973 0.0435
S 0.182 2.566 0.005 1.0984
C 1.671 3.488 0.534 -0.3223
H 1.372 4.534 0.503 0.0853
C 2.786 3.234 -0.477 -0.5768
O 2.927 3.901 -1.476 0.0611
N 3.584 2.202 -0.126 0.0681
H 3.260 1.623 0.644 0.0896
C 4.438 1.540 -1.095 -0.0802
C 3.930 0.159 -1.352 -0.2645
C 4.473 -1.069 -1.109 -0.0241
C 3.499 -2.020 -1.500 -0.0577
C 2.433 -1.300 -1.939 -0.1227
O 2.681 0.017 -1.851 0.0503
H 1.479 -1.598 -2.326 0.1213
H 3.580 -3.086 -1.452 0.1059
H 5.446 -1.271 -0.712 0.1119
H 4.415 2.149 -2.005 0.1319
H 5.463 1.483 -0.719 0.1298
H 1.931 3.179 1.543 0.0805
H 3.804 -0.110 2.372 0.1156
H 4.455 -2.440 2.850 0.1066
H 2.999 -4.306 2.166 0.1043
H 0.857 -3.834 0.988 0.1183
H -2.905 -1.357 0.005 0.1556
H -4.070 -1.433 -3.462 0.1241
H -3.224 0.049 -2.974 0.1105
```

Calculated values
- energy above the lowest of the compared OMol25 structures with the same formula, charge and spin (eV) = 0.3730
- orbital gap (eV) = 8.24
- spin multiplicity = 1
- highest occupied orbital energy (eV) = -8.51
- strongest force on any atom (hartree/bohr) = 0.01841